# 1
C4H28NO11 | ωB97M-V/def2-TZVPD

The HOMO-LUMO gap (alpha / beta) is 10.1 / 5.7 eV. Its total energy is -1051.5430 hartree. Its relative energy (zero: lowest compared OMol25 entry of this formula, charge and spin) is 0.0 kcal per mole. Its HOMO energy (alpha / beta) is -10.413 / -10.409 eV.

```
! wB97M-V def2-TZVPD RIJCOSX def2/J DEFGRID3
* xyz 0 2
O 0.49061 2.18463 1.04881
O 2.10490 -1.04367 -1.84251
O -1.77536 0.73407 -3.17040
O 2.79911 1.10807 1.79728
O 3.20994 -1.42437 0.63714
O -2.29501 -2.06466 -0.81860
O -2.83790 0.90331 -0.55858
O 1.74315 1.69493 -1.47713
O 1.74801 -1.09910 3.13429
O -0.39282 -1.64458 -2.84970
O -0.96883 2.83487 -1.20808
N -1.05278 0.40300 1.30802
C -0.34476 -1.90708 0.69027
C -0.16584 -0.41677 0.45559
C -0.40173 1.61224 1.86044
C -1.75233 -2.45085 0.44495
H 0.98027 2.09012 -1.93064
H -0.03419 -2.15466 1.70887
H -0.79998 -0.78848 -3.09778
H 2.09468 -0.20907 2.96177
H 0.10696 1.29336 2.79857
H 3.22187 -0.50527 0.93849
H 1.22877 -1.34144 -2.17896
H -2.26832 0.75895 -2.32836
H -0.98089 -1.94328 -2.13036
H 1.48431 1.80954 -0.54920
H 2.80988 -1.38705 -0.26266
H 0.87788 -0.15874 0.63641
H 0.37318 -2.42758 0.05495
H -1.17771 1.47969 -3.01623
H -0.33629 -0.18611 -0.59947
H -3.63543 1.38265 -0.32063
H 2.13534 -1.60086 2.39399
H -2.43034 -2.13084 1.24477
H -1.19558 2.33523 2.11032
H -0.43280 2.75283 -0.40160
H -2.20633 0.81433 0.24606
H -1.42864 -0.14356 2.07750
H 2.00326 -0.07346 -1.78142
H 3.44655 1.81907 1.85663
H -2.50309 -1.11756 -0.80775
H -1.70682 -3.53563 0.40830
H 1.96098 1.53556 1.53200
H -1.69589 2.20823 -1.01535
*
```

Atomic partial charges in e from the Löwdin method, atoms 1 to 5:
1 O -0.07
2 O -0.08
3 O -0.05
4 O -0.04
5 O -0.08



# 2
C6H11NO2 | ωB97M-V/def2-TZVPD

The HOMO-LUMO gap is 9.7 eV. Its total energy is -440.3259 hartree. Its relative energy (zero: lowest compared OMol25 entry of this formula, charge and spin) is 101.3 kcal per mole. Its HOMO energy is -8.859 eV. As for the SMILES: C=C1CN1C.COC=O.

```
! wB97M-V def2-TZVPD RIJCOSX def2/J DEFGRID3
* xyz 0 1
O -1.64851 0.88350 0.17497
O -0.86446 2.44885 1.70034
N 1.09395 -0.05959 -0.31918
C 2.19834 -0.60419 0.48688
C 0.52877 -2.59849 0.16671
C -0.65915 1.48810 1.00717
C 0.98711 -1.36822 0.22871
C 1.22944 0.17142 -1.73756
C -3.01077 1.22987 0.38495
H 0.42952 -0.35727 -2.25631
H -0.30612 -2.87389 -0.45486
H -3.25332 2.17803 -0.10101
H 1.18064 1.23811 -1.95190
H 1.05342 -3.40141 0.65728
H 0.24715 0.93274 1.28410
H -3.66403 0.44022 0.01508
H 3.12138 -0.86656 -0.02113
H 2.34241 -0.11796 1.44425
H -3.17562 1.44629 1.44537
H 2.16984 -0.20956 -2.15386
*
```

Atomic partial charges in e from the Löwdin method, atoms 1 to 5:
1 O -0.12
2 O 0.06
3 N -0.15
4 C -0.08
5 C 0.06



# 3
C37H37AgN3O6S3 | ωB97M-V/def2-TZVPD

The HOMO-LUMO gap is 6.7 eV. Its total energy is -3389.4332 hartree. Its relative energy (zero: lowest compared OMol25 entry of this formula, charge and spin) is 0.0 kcal per mole. Its HOMO energy is -4.488 eV.

```
! wB97M-V def2-TZVPD RIJCOSX def2/J DEFGRID3
* xyz -1 1
Ag -0.09072 1.14840 -0.86632
S -2.37041 0.27364 -2.57873
S 1.20662 -2.78951 -0.14178
S 0.24487 0.94082 3.17209
O -2.28458 -0.06557 -1.13774
O 0.58047 0.76470 1.73794
O 0.81176 -1.42955 -0.56814
O 2.24080 1.37268 -1.38949
O -3.66958 -0.01801 -3.14784
O -1.83666 1.60052 -2.84148
N 2.21940 3.35616 -0.16945
N 0.86247 3.30287 -0.24855
N -1.83985 3.09245 0.07963
C -0.68782 -3.10502 -4.01133
C -0.19852 -5.17567 -0.06689
C 4.27693 2.20246 -0.52154
C 2.78113 2.28346 -0.72489
C 7.03429 1.94432 -0.15974
C 6.30845 0.91931 -0.75151
C 1.66772 -3.78966 -4.60114
C 0.65190 -2.76299 -4.17406
C -1.21363 -0.86469 -3.32564
C -4.21078 0.05124 3.53029
C -1.51620 0.60899 3.32815
C -2.12493 0.62709 4.57609
C 0.11029 -0.49808 -3.52135
C -1.35923 -5.93194 -0.14143
C -3.15387 2.97771 -0.05081
C -3.59550 0.06204 2.28691
C -2.57747 -5.30608 -0.38318
C -2.04676 5.41467 -0.42026
C -1.27528 4.28737 -0.13006
C 0.00517 -2.28951 2.31021
C 1.31024 -2.73325 1.67264
C -1.47939 -3.16360 -0.48157
C -3.47781 0.34210 4.67603
C -3.42053 5.28687 -0.52925
C -2.63517 -3.92981 -0.55564
C 1.03269 -1.44571 -3.93618
C 6.37933 3.09944 0.25016
C 0.13265 -1.86493 3.77138
C 5.00920 3.22656 0.07267
C 0.20504 4.38502 -0.07625
C -2.24224 0.35561 2.17606
C -0.27632 -3.79977 -0.22441
C -3.99464 4.04039 -0.34967
C 4.93859 1.05060 -0.93413
C -1.61647 -2.16429 -3.59151
C 0.85293 -0.54867 4.03131
C 0.84084 5.73084 0.12604
H 6.93928 3.90554 0.71017
H -2.65623 -2.43457 -3.45409
H 1.63262 -3.72337 2.00976
H -5.05985 3.88016 -0.44809
H -1.00485 -4.12702 -4.19461
H -4.03091 6.14878 -0.77134
H 1.90074 -0.57128 3.71942
H 1.96399 -3.64750 -5.64354
H -5.26794 -0.17056 3.60874
H 0.76040 -5.65498 0.10244
H 1.27003 -4.80087 -4.50328
H 4.34827 0.26943 -1.39617
H 6.81193 0.01499 -1.07336
H -3.48238 -5.89767 -0.44960
H -1.54733 0.85861 5.46528
H 0.42995 0.51935 -3.32894
H -3.96124 0.34845 5.64502
H 2.57201 -3.72024 -3.99352
H -3.57957 -3.44098 -0.76259
H -1.31414 -7.00728 -0.02205
H 2.07142 -1.15391 -4.04642
H 1.89167 5.59462 0.36444
H 0.84152 -0.30901 5.09860
H -0.71302 -3.10989 2.25691
H -1.50449 -2.08812 -0.63825
H 0.65663 -2.64320 4.33933
H 0.34794 6.28681 0.92735
H -3.55081 1.97679 0.07036
H 0.77428 6.33562 -0.78385
H -1.57183 6.37178 -0.58628
H -1.76234 0.40095 1.20496
H -0.39289 -1.47061 1.71260
H 4.48219 4.11581 0.39094
H -0.86939 -1.80076 4.20211
H 8.10440 1.84529 -0.01899
H 2.12283 -2.02518 1.85296
H -4.16229 -0.14803 1.38800
*
```

Atomic partial charges in e from the Löwdin method, atoms 1 to 5:
1 Ag 0.77
2 S 0.42
3 S 0.97
4 S 0.97
5 O -0.41



# 4
C14H28AlClIO5 | ωB97M-V/def2-TZVPD

The HOMO-LUMO gap is 7.7 eV. Its total energy is -1926.7486 hartree. Its HOMO energy is -5.204 eV.

```
! wB97M-V def2-TZVPD RIJCOSX def2/J DEFGRID3
* xyz -1 1
I -2.67382 -0.26777 5.04898
Cl -0.41431 -4.94815 1.67366
Al -2.05257 -0.49586 -0.66265
O -3.49173 3.24230 -0.79437
O 2.65661 -3.73523 -1.38026
O -3.43364 -1.76794 -0.80476
O -1.11865 3.10749 -1.46296
O 1.53619 4.97384 2.28876
C -2.44072 0.99822 -2.01325
C -3.40812 0.40664 1.99480
C -1.06676 -3.63859 0.48721
C -2.32287 2.52570 -1.39112
C 0.11043 -2.51789 0.21689
C 4.88206 -3.32916 -0.61634
C -0.26792 -1.45289 -0.99190
C 2.30608 6.80791 0.96795
C 4.36624 -4.79199 -2.66925
C -3.39212 -0.86198 3.04115
C -1.94940 0.36469 1.19652
C 1.52100 5.54457 1.19936
C 3.85970 -3.93415 -1.54083
C 0.71678 5.00650 0.04631
H -0.22396 -1.96957 -2.05355
H -3.46330 1.44594 2.53941
H 1.11859 -3.03955 -0.10447
H 1.37929 4.76766 -0.78947
H 5.45202 -4.12081 -0.12350
H 5.55041 -2.67319 -1.17984
H 0.20235 4.09138 0.35841
H 5.01157 -4.20128 -3.32425
H 0.30031 -1.96864 1.25781
H 3.51694 -5.16095 -3.25410
H -1.50328 1.45221 1.19800
H -4.27858 0.25010 1.20398
H 2.83757 7.07823 1.88661
H -3.37796 -2.11494 -1.76037
H 0.57787 -0.61191 -0.94506
H 4.37216 -2.73546 0.14982
H -2.68308 -1.72204 2.65174
H -4.50687 -1.26598 3.08835
H -2.04722 -3.16380 0.95080
H -1.38575 -4.23570 -0.48936
H -1.74054 0.97013 -2.95943
H 3.03951 6.64937 0.17334
H 4.91327 -5.64888 -2.26800
H -1.22963 -0.28593 1.88719
H 1.62819 7.62331 0.70320
H -3.79601 2.75947 0.03269
H -3.55439 0.85297 -2.40436
H -0.03193 5.74156 -0.25952
*
```

Atomic partial charges in e from the Löwdin method, atoms 1 to 5:
1 I 0.58
2 Cl 0.36
3 Al 0.18
4 O -0.05
5 O 0.05



# 5
C26H55InN2O11P | ωB97M-V/def2-TZVPD

The HOMO-LUMO gap is 6.2 eV. Its total energy is -2492.1329 hartree. Its HOMO energy is -4.062 eV.

```
! wB97M-V def2-TZVPD RIJCOSX def2/J DEFGRID3
* xyz -1 1
In -3.75718 -1.42707 3.16155
P -1.98391 -0.21540 4.46018
O -3.52679 1.13979 -5.11801
O -4.48135 2.03412 -2.32105
O 1.99255 3.94348 -4.63911
O -1.20183 -3.36933 3.47281
O -3.86778 -1.77984 -0.57777
O -3.32946 4.18627 -4.69427
O 4.81071 -2.00118 3.70558
O 4.78020 3.45308 -5.86903
O 5.55443 -3.95239 5.98271
O 2.39833 -2.75647 5.47643
O 2.73345 0.94738 -4.78170
N -3.33955 -3.43153 2.58213
N -4.02389 -0.33852 1.29381
C 3.27665 3.91405 -4.03326
C 5.29233 -1.75064 5.01543
C 3.83300 -3.02945 3.55861
C 6.25071 -2.80224 5.53360
C -3.96696 -1.05788 0.34887
C 4.38769 4.43206 -4.92048
C 1.49743 1.57365 -5.08521
C -2.31807 5.10869 -5.02329
C -5.76904 -1.41557 4.12574
C -1.76905 1.54831 3.91010
C 1.71986 2.96556 -5.63466
C 2.45824 -2.65016 4.06202
C -4.45325 2.17150 -5.41526
C -2.00510 -3.79423 2.67496
C 1.36733 -1.95021 6.01306
C -5.61518 1.64637 -1.57159
C -1.55928 -4.84326 1.65862
C -2.26656 -0.29999 6.28928
C -4.21892 -4.42788 3.22000
C -6.83055 -1.61461 4.63829
C -3.80426 3.47710 -5.82510
C -2.82386 1.24068 -3.88161
C 6.36921 -5.09838 6.00097
C -3.66530 0.92373 -2.66613
C 5.42006 4.01858 -6.98781
C 2.58954 -0.07788 -3.82175
H -1.45509 4.60072 -5.47047
H 6.95209 -3.07258 4.73455
H -3.15303 0.21845 6.65146
H -1.82801 1.56789 2.82768
H -3.00790 0.70836 -1.81478
H -2.34868 -1.34674 6.56456
H -1.38126 0.09210 6.78507
H 4.47094 -1.58203 5.71438
H -4.28273 0.04256 -2.87068
H -4.42853 -4.22144 4.26868
H -6.23851 0.95217 -2.14851
H -3.77095 -5.42131 3.15346
H 4.04454 5.33910 -5.43278
H 2.22425 -1.62727 3.74614
H -2.47223 2.24644 4.35693
H -5.01947 1.80362 -6.27505
H -7.74587 -1.89774 5.07705
H -6.19889 2.54165 -1.36218
H -2.97671 3.26451 -6.51359
H -1.83451 -4.47641 0.67348
H 1.71150 -3.33057 3.63447
H 3.75668 -3.19091 2.48107
H 0.39063 -2.26176 5.63102
H -2.69157 5.87496 -5.71426
H 0.78452 3.28929 -6.09742
H 3.57704 -0.49283 -3.62860
H 5.26081 4.67730 -4.29994
H -5.13711 -4.48838 2.64204
H 6.75186 -5.32229 4.99770
H 2.19004 0.32049 -2.88259
H -2.33444 2.21184 -3.78787
H 1.53528 -0.89470 5.76883
H 4.17540 -3.96455 4.00523
H 7.21038 -4.97509 6.69483
H 2.48593 2.96698 -6.41200
H -2.03739 0.48478 -3.94226
H 5.85005 -0.81379 4.93532
H -4.54648 4.10635 -6.33754
H -5.32074 1.18352 -0.62438
H 6.81404 -2.39063 6.38357
H 3.19904 4.58892 -3.17784
H 0.98418 0.96215 -5.83998
H 4.75591 4.72252 -7.50366
H 6.34402 4.53285 -6.69678
H 3.50875 2.92163 -3.64364
H 5.66727 3.20989 -7.67328
H 0.86914 1.63514 -4.18900
H -0.75152 1.83661 4.15840
H 1.93445 -0.87463 -4.19104
H -5.16126 2.31801 -4.59756
H 1.38411 -2.06152 7.09740
H -1.99492 5.59011 -4.10246
H -0.50311 -5.05001 1.76937
H -2.12417 -5.75849 1.82677
H 5.75763 -5.93552 6.33295
*
```

Atomic partial charges in e from the Löwdin method, atoms 1 to 5:
1 In 0.60
2 P 0.66
3 O -0.13
4 O -0.20
5 O -0.13



# 6
C5H5NO2 | ωB97M-V/def2-TZVPD

The HOMO-LUMO gap is 9.9 eV. Its total energy is -398.6053 hartree. Its relative energy (zero: lowest compared OMol25 entry of this formula, charge and spin) is 108.7 kcal per mole. Its HOMO energy is -9.238 eV.

```
! wB97M-V def2-TZVPD RIJCOSX def2/J DEFGRID3
* xyz 0 1
O 0.40369 -1.84381 -1.78397
O -1.52187 0.75507 -0.47801
N -1.47113 -0.07669 -1.73429
C -0.42020 -0.80573 -1.35638
C 0.26892 -0.43296 -0.24994
C -0.48928 0.62152 0.28165
C 1.24987 -1.46332 -0.57624
C -0.38450 1.52976 1.45100
H 2.30310 -1.12540 -0.83734
H 0.61827 1.87490 1.63163
H -0.70884 0.89268 2.30614
H -1.11317 2.30145 1.23723
H 1.26515 -2.22746 0.10851
*
```

Atomic partial charges in e from the Löwdin method, atoms 1 to 5:
1 O 0.05
2 O -0.01
3 N 0.21
4 C -0.36
5 C -0.09



Calculated molecular weight (g mol⁻¹), listed in the same order as above: 266.26 129.16 823.79 465.71 717.52 111.10